<i>
{"formula": "C3H9N4", "method": "ωB97M-V/def2-TZVPD", "elements": ["C", "C", "C", "N", "N", "N", "N", "H", "H", "H", "H", "H", "H", "H", "H", "H"], "positions_angstrom": [[1.22, -0.77, 0.08], [1.24, 1.54, 0.15], [-3.08, -0.81, -0.10], [0.53, 0.29, 0.19], [-1.55, 1.03, 0.14], [2.50, -0.77, -0.37], [-2.37, 0.32, 0.05], [0.68, -1.70, 0.28], [1.67, 1.58, -0.85], [0.71, 2.40, 0.42], [2.11, 1.76, 0.84], [-3.23, -1.01, -1.17], [-3.98, -0.84, 0.38], [-2.32, -1.62, 0.32], [2.97, -1.56, -0.05], [2.92, 0.16, -0.32]], "molar_mass_g_mol": 101.133, "total_charge": 1, "spin_multiplicity": 3, "s2": 2.01, "e_homo_ev": [-9.35, -15.23], "homo_lumo_gap_ev": [5.9, 7.4]}

<ii>
{"formula": "C3H9N4", "method": "ωB97M-V/def2-TZVPD", "elements": ["C", "C", "C", "N", "N", "N", "N", "H", "H", "H", "H", "H", "H", "H", "H", "H"], "positions_angstrom": [[1.03, 0.44, 0.20], [-0.10, -0.44, 0.92], [-2.11, -0.19, -0.52], [2.04, -0.15, -0.22], [-1.04, -0.97, 0.06], [0.72, 1.73, -0.02], [3.06, -0.80, -0.22], [0.41, -1.22, 1.48], [-0.56, 0.27, 1.62], [-2.43, -0.63, -1.46], [-2.97, -0.16, 0.16], [-1.79, 0.84, -0.72], [-0.04, 2.16, 0.47], [1.44, 2.35, -0.38], [3.24, -1.35, -1.07], [-0.90, -1.89, -0.31]], "molar_mass_g_mol": 101.133, "total_charge": 1, "spin_multiplicity": 3, "s2": 2.02, "e_homo_ev": [-12.29, -12.87], "homo_lumo_gap_ev": [9.1, 5.5]}

In terms of stability, <ii> leads; the second structure lies 0.0908 hartree higher.